C28H41BClN2O28PS7 | ωB97M-V/def2-TZVPD

Computed properties:
SMILES: CB(O)c1cc2c(c(Cl)c1P(N)O)N(CCOC=O)c1ccccc1S2.O=S1(=O)OCCO1.O=S1(=O)OCCO1.O=S1(=O)OCCO1.O=S1(=O)OCCO1.O=S1(=O)OCCO1.O=S1(=O)OCCO1
Frontier orbital gap (eV): 8.405
DFT total energy (Ha): -6921.4187
Net charge: 0

Geometry as XYZ:
```
109
Properties=species:S:1:pos:R:3:lowdin_charge:R:1
C 1.156 -0.704 2.413 0.01
B 0.454 -2.111 2.351 -0.50
O 1.250 -3.233 2.519 0.07
C -1.117 -2.247 2.143 -0.12
C -1.956 -1.386 2.839 -0.06
C -3.332 -1.456 2.725 -0.43
C -3.926 -2.412 1.908 -0.27
C -3.079 -3.269 1.195 -0.54
Cl -3.846 -4.419 0.130 0.75
C -1.679 -3.205 1.273 -0.31
P -0.591 -4.315 0.247 0.87
N -0.950 -3.809 -1.379 -0.18
O -1.132 -5.868 0.382 -0.32
N -5.332 -2.553 1.726 -0.06
C -5.949 -3.578 2.624 -0.11
C -6.886 -3.057 3.695 -0.14
O -8.241 -2.833 3.260 -0.02
C -8.885 -3.927 2.836 -0.35
O -8.653 -5.061 3.168 0.08
C -6.016 -1.300 1.663 -0.25
C -7.060 -1.179 0.746 0.00
C -7.718 0.028 0.589 -0.08
C -7.326 1.132 1.334 -0.09
C -6.320 1.036 2.281 -0.09
C -5.684 -0.188 2.422 -0.45
S -4.356 -0.315 3.591 1.07
H 2.172 -0.780 2.795 0.07
H 0.583 -0.064 3.090 0.06
H 1.139 -0.246 1.419 0.08
H 0.932 -3.778 3.248 0.11
H -1.531 -0.629 3.487 0.11
H -1.409 -2.899 -1.346 0.03
H -1.647 -4.422 -1.805 0.02
H -1.522 -6.010 1.254 0.05
H -5.125 -4.061 3.155 0.14
H -6.396 -4.351 2.000 0.12
H -6.921 -3.820 4.477 0.13
H -6.517 -2.162 4.187 0.11
H -9.680 -3.713 2.109 0.15
H -7.316 -2.046 0.149 0.12
H -8.503 0.098 -0.153 0.11
H -7.818 2.081 1.160 0.11
H -6.012 1.900 2.852 0.11
C -5.257 2.306 -1.786 -0.15
C -3.976 2.330 -2.599 -0.15
O -2.932 2.423 -1.613 -0.19
S -3.386 1.640 -0.293 0.58
O -2.817 0.339 -0.312 -0.21
O -3.232 2.516 0.813 -0.22
O -4.932 1.513 -0.635 -0.20
H -5.531 3.308 -1.448 0.14
H -6.091 1.864 -2.323 0.14
H -3.925 3.174 -3.281 0.14
H -3.838 1.402 -3.156 0.13
C -1.071 5.257 1.351 -0.17
C -0.174 5.230 0.144 -0.19
O -0.292 6.532 -0.433 -0.24
S -0.527 7.600 0.735 0.61
O 0.711 8.207 1.072 -0.22
O -1.671 8.376 0.411 -0.22
O -0.905 6.566 1.911 -0.18
H -2.118 5.129 1.070 0.12
H -0.798 4.500 2.081 0.14
H -0.467 4.468 -0.573 0.13
H 0.870 5.080 0.425 0.13
C 2.996 -3.578 -0.208 -0.16
C 2.842 -4.266 -1.544 -0.15
O 3.598 -3.440 -2.457 -0.17
S 4.841 -2.804 -1.697 0.61
O 6.000 -3.587 -1.950 -0.21
O 4.830 -1.397 -1.913 -0.25
O 4.361 -3.104 -0.207 -0.19
H 2.333 -2.717 -0.128 0.12
H 2.822 -4.245 0.629 0.12
H 1.805 -4.333 -1.861 0.11
H 3.289 -5.262 -1.538 0.14
C 8.564 -2.115 1.032 -0.15
C 7.240 -2.726 1.436 -0.17
O 7.316 -2.825 2.866 -0.18
S 8.183 -1.609 3.444 0.60
O 7.308 -0.580 3.879 -0.22
O 9.189 -2.140 4.290 -0.22
O 8.842 -1.151 2.057 -0.18
H 9.364 -2.857 1.031 0.14
H 8.520 -1.630 0.060 0.13
H 7.080 -3.705 0.995 0.13
H 6.404 -2.071 1.183 0.12
C 3.772 5.050 -4.174 -0.15
C 2.434 5.226 -4.855 -0.15
O 1.486 4.793 -3.867 -0.18
S 2.030 5.154 -2.404 0.62
O 1.413 6.351 -1.958 -0.20
O 1.988 3.970 -1.617 -0.23
O 3.546 5.444 -2.812 -0.17
H 4.091 4.007 -4.182 0.11
H 4.548 5.667 -4.619 0.14
H 2.341 4.628 -5.757 0.14
H 2.235 6.273 -5.092 0.13
C 6.319 -0.074 -3.311 -0.18
C 5.330 0.984 -2.873 -0.17
O 5.904 2.219 -3.340 -0.20
S 6.702 1.960 -4.705 0.59
O 5.858 2.307 -5.795 -0.23
O 8.007 2.494 -4.566 -0.22
O 6.766 0.368 -4.606 -0.18
H 7.183 -0.114 -2.646 0.14
H 5.870 -1.059 -3.382 0.10
H 5.194 1.014 -1.797 0.13
H 4.361 0.851 -3.358 0.14
```

=====

C3H12N2 | ωB97M-V/def2-TZVPD

Computed properties:
2S+1: 2
Frontier orbital gap (spin up / spin down) (eV): 15.893 / 7.122
DFT total energy (Ha): -229.6011
Energy above the lowest of the compared OMol25 structures with the same formula, charge and spin (kJ/mol): 4.7
Net charge: +3

Geometry as XYZ:
```
17
Properties=species:S:1:pos:R:3:mulliken_spin:R:1
C -0.762 1.120 0.686 0.28
C -0.242 -0.103 -0.293 0.28
C 0.514 -1.316 0.287 0.08
N 1.046 -2.376 -0.671 0.02
N -0.678 2.534 0.149 0.00
H -0.026 1.108 1.535 0.10
H -1.817 0.993 0.953 0.01
H 0.459 0.510 -0.903 0.09
H -1.189 -0.434 -0.774 0.09
H 1.382 -0.965 0.864 0.02
H -0.151 -1.847 0.964 0.02
H 1.302 -2.017 -1.602 0.00
H 1.877 -2.826 -0.261 0.00
H 0.336 -3.101 -0.860 0.00
H -0.621 3.315 0.831 0.01
H -1.534 2.729 -0.398 0.00
H 0.107 2.675 -0.507 0.01
```

=====

C9H13NO | ωB97M-V/def2-TZVPD

Computed properties:
SMILES: Cc1ccccc1.CC(N)=O
Frontier orbital gap (eV): 10.003
DFT total energy (Ha): -480.7484
Energy above the lowest of the compared OMol25 structures with the same formula, charge and spin (kJ/mol): 23.2
Net charge: 0

Geometry as XYZ:
```
24
Properties=species:S:1:pos:R:3:lowdin_charge:R:1
C 0.830 2.525 -1.779 0.00
C 1.488 2.964 -0.482 -0.60
O 1.025 3.842 0.219 0.03
N 2.597 2.270 -0.110 0.15
H 0.304 3.409 -2.131 0.08
H 0.183 1.708 -1.467 0.06
H 2.965 2.476 0.802 0.11
H 2.916 1.476 -0.632 0.09
H 1.560 2.200 -2.520 0.08
C -2.779 -1.911 1.686 -0.05
C 0.898 -1.711 0.730 -0.08
C -0.285 -1.884 1.472 -0.06
C 0.775 -1.307 -0.583 -0.11
C -1.512 -1.521 0.964 -0.28
C -0.451 -0.888 -1.099 -0.11
C -1.593 -0.966 -0.319 -0.04
H 1.832 -2.044 1.163 0.10
H -0.109 -2.215 2.491 0.11
H 1.611 -1.225 -1.271 0.10
H -0.486 -0.576 -2.112 0.09
H -2.853 -2.993 1.687 0.08
H -3.677 -1.499 1.233 0.07
H -2.497 -0.501 -0.684 0.11
H -2.744 -1.626 2.742 0.08
```